Molecular formula: C5H13NS2
Method: DFT, the ωB97M-V functional and the def2-TZVPD basis

Properties
SMILES	C=CNC.CSSC
HOMO-LUMO gap	8.8017	eV

Each line ends with the Löwdin charge.
Cartesian coordinates (Å):
C: -1.8739 -1.2041 -1.9500  -0.03
C: -1.7883 -1.3645 -0.5939  -0.25
N: -1.2649 -0.4258 0.2940  -0.09
C: -0.8896 -0.7852 1.6553  -0.12
H: -1.4290 -0.3107 -2.4188  0.05
H: -2.3659 -1.9687 -2.5227  0.03
H: -2.1681 -2.3117 -0.1460  0.11
H: -0.5709 0.1779 -0.0993  0.07
H: -1.1787 -0.0244 2.3521  0.06
H: -1.4105 -1.7042 1.9852  0.08
H: 0.2151 -0.9670 1.8333  0.08
C: 0.9050 2.6971 1.1081  -0.46
S: 2.0808 2.2631 -0.2294  0.41
S: 2.7823 0.3627 0.1255  0.41
C: 1.9039 -0.6057 -1.1357  -0.50
H: -0.0468 2.1401 1.0677  0.01
H: 1.3665 2.5737 2.0894  0.03
H: 0.6142 3.7208 0.8317  0.03
H: 1.1240 0.0327 -1.6104  0.01
H: 2.6034 -0.8265 -1.9856  0.04
H: 1.3915 -1.4693 -0.6507  0.03

***

Molecular formula: C5H13NS2
Method: DFT, the ωB97M-V functional and the def2-TZVPD basis

Properties
SMILES	CCCSSCCN
HOMO-LUMO gap	9.3923	eV

Each line ends with the Löwdin charge.
Cartesian coordinates (Å):
C: 0.6231 -2.3136 -0.0401  -0.14
C: 0.3329 -2.2415 -1.5818  -0.32
C: -0.9646 -1.5128 -1.9677  -0.57
S: -1.0562 0.3362 -2.0356  0.45
S: -1.5670 1.2368 -0.2017  0.45
C: -0.1250 1.1852 0.9789  -0.55
C: 0.6180 2.4736 1.1809  -0.34
N: -0.2379 3.3446 2.0090  0.03
H: 1.0146 -3.2781 0.2538  0.05
H: -0.2424 -2.2074 0.5942  0.06
H: 1.5303 -1.6810 0.2740  0.09
H: 0.3540 -3.3754 -1.8373  0.13
H: 1.2573 -1.8927 -2.0524  0.09
H: -1.1454 -1.7382 -3.0307  0.05
H: -1.9019 -2.0539 -1.4373  0.13
H: -0.5598 0.8819 1.9251  0.06
H: 0.4468 0.2436 0.7834  0.05
H: 1.6207 2.1776 1.6495  0.13
H: 0.9720 2.9579 0.2183  0.11
H: 0.1743 3.9472 2.5879  0.01
H: -1.1436 3.5098 1.7297  0.03

***

Molecular formula: C5H13O2
Method: DFT, the ωB97M-V functional and the def2-TZVPD basis

Properties
total charge	-1
HOMO-LUMO gap	7.0822	eV

Each line ends with the Löwdin charge.
Cartesian coordinates (Å):
C: 0.2661 1.0853 1.0651  -0.43
O: -0.2978 2.2200 1.5514  -0.26
C: -0.6730 0.4410 0.0124  -0.22
C: -0.4067 -1.0028 -0.3749  -0.24
C: 0.8135 -1.1410 -1.3061  -0.26
C: 0.6742 -2.2483 -2.3867  -0.13
H: 0.4368 0.3181 1.8636  0.10
H: 1.2550 1.3256 0.6081  0.09
H: -1.5746 0.4289 0.6393  0.11
H: -0.7209 1.1030 -0.8524  0.10
H: -0.3139 -1.6069 0.5284  0.10
H: -1.2968 -1.3140 -0.9330  0.09
H: 0.9506 -0.2091 -1.8602  0.10
H: 1.7345 -1.3187 -0.7492  0.10
H: -0.3035 -2.2494 -2.8634  0.06
H: 1.4528 -2.1408 -3.1392  0.05
H: 0.8322 -3.2125 -1.8962  0.06
H: -0.8485 3.8031 3.8930  -0.07
H: -0.6451 2.6651 2.6625  -0.03
O: -1.3349 3.0536 3.5376  -0.31

***

Molecular formula: C5H13O2S
Method: DFT, the ωB97M-V functional and the def2-TZVPD basis

Properties
total charge	-1
HOMO-LUMO gap	6.8446	eV

Each line ends with the Löwdin charge.
Cartesian coordinates (Å):
C: 1.7023 1.8918 -0.1090  -0.38
O: 0.7650 2.1645 0.8813  -0.33
C: 1.7060 0.3729 -0.6235  -0.18
C: 0.5129 0.1356 -1.6056  -0.31
C: -0.8421 0.0412 -0.9987  -0.52
S: -1.4449 -1.6699 -0.7877  0.76
C: -0.6426 -2.2808 0.7051  -0.45
H: 2.6931 2.0805 0.3128  0.08
H: 1.3145 2.4832 -0.9620  0.09
H: 1.6802 -0.3238 0.2151  0.09
H: 2.6695 0.2338 -1.1298  0.08
H: 0.5946 0.8659 -2.4156  0.09
H: 0.7127 -0.7408 -2.2541  0.08
H: -1.6574 0.6551 -1.4034  0.07
H: -0.8520 0.6782 -0.0971  0.07
H: -1.3111 -3.0191 1.1595  0.01
H: -0.5095 -1.5103 1.4788  0.02
H: 0.3150 -2.7912 0.5773  0.02
H: -0.9652 1.3773 2.8034  -0.04
H: 0.3041 1.2569 1.7863  -0.03
O: -0.2265 0.8015 2.6474  -0.23

***

Molecular formula: C5H13OP
Method: DFT, the ωB97M-V functional and the def2-TZVPD basis

Properties
HOMO-LUMO gap	10.0406	eV

Each line ends with the Löwdin charge.
Cartesian coordinates (Å):
C: 0.8107 -0.9740 -1.5852  -0.07
C: 0.5310 1.5512 -1.0481  -0.03
C: -0.2146 0.2664 2.0169  -0.09
C: 0.6107 0.0920 -0.4451  -0.35
C: -0.4689 -0.2806 0.6444  -0.52
O: -2.0885 0.5701 0.2831  -0.21
P: -1.2740 -1.9065 0.4670  0.91
H: -0.0321 -1.6606 -1.3932  -0.01
H: 1.7384 -1.4708 -1.4995  0.06
H: 0.7925 -0.5300 -2.5409  0.06
H: 0.7909 2.1499 -0.1856  0.07
H: -0.4533 1.8174 -1.4290  0.07
H: 1.2438 1.6429 -1.7955  0.05
H: 0.4174 -0.4990 2.4593  0.09
H: -1.1270 0.3547 2.5984  0.09
H: 0.1085 1.2351 1.9588  0.05
H: 1.4533 0.0355 0.1129  0.08
H: -1.9015 0.7899 -0.6287  -0.01
H: -0.2869 -2.5977 0.9742  -0.12
H: -2.0572 -1.7498 1.4806  -0.12

***

Molecular formula: C5H13OS
Method: DFT, the ωB97M-V functional and the def2-TZVPD basis

Properties
total charge	-1
HOMO-LUMO gap	5.9742	eV

Each line ends with the Löwdin charge.
Cartesian coordinates (Å):
C: -0.1054 2.6254 -0.6758  -0.21
C: -0.4197 2.4104 0.7885  -0.62
S: -2.2324 2.4849 1.0411  0.61
H: -0.4309 3.6097 -1.0227  0.05
H: -0.5968 1.8434 -1.2536  0.05
H: 0.9540 2.4705 -0.8747  0.07
H: -0.0157 1.4263 1.0653  0.04
H: 0.0221 3.1673 1.4341  0.05
H: -2.3173 1.6110 2.0504  -0.18
C: -0.0367 -0.7852 -0.3484  -0.55
O: 1.0122 -0.0567 0.0754  -0.34
C: 0.0165 -2.2630 0.0850  -0.29
C: 1.3159 -2.9313 -0.3519  -0.15
H: -0.1472 -0.8041 -1.4698  0.08
H: -1.0315 -0.3941 0.0055  0.08
H: -0.8414 -2.8163 -0.3316  0.08
H: -0.0755 -2.3206 1.1749  0.09
H: 1.3890 -3.9522 0.0348  0.05
H: 2.1643 -2.3578 0.0155  0.05
H: 1.3765 -2.9677 -1.4422  0.06

***

Molecular formula: C5H13OS
Method: DFT, the ωB97M-V functional and the def2-TZVPD basis

Properties
total charge	-1
HOMO-LUMO gap	5.9436	eV

Each line ends with the Löwdin charge.
Cartesian coordinates (Å):
C: -1.3359 2.0887 1.4437  -0.22
C: -1.8171 0.6606 1.6850  -0.60
S: -3.6138 0.5758 1.2536  0.61
H: -1.9320 2.8101 2.0086  0.05
H: -1.4250 2.3119 0.3815  0.06
H: -0.2791 2.1415 1.6867  0.06
H: -1.2734 0.0158 1.0085  0.02
H: -1.7519 0.4112 2.7381  0.05
H: -3.7282 -0.7574 1.2653  -0.19
C: 1.5212 0.3205 -0.9396  -0.54
O: 0.3748 0.3476 -0.2362  -0.32
C: 1.6610 -0.9183 -1.8416  -0.30
C: 1.5272 -2.2118 -1.0531  -0.15
H: 2.4351 0.3402 -0.2911  0.08
H: 1.6484 1.2155 -1.6037  0.07
H: 2.6273 -0.9129 -2.3743  0.08
H: 0.8880 -0.8668 -2.6113  0.09
H: 1.4839 -3.0847 -1.7085  0.05
H: 0.6235 -2.1609 -0.4504  0.05
H: 2.3659 -2.3267 -0.3614  0.06

***

Molecular formula: C5H14
Method: DFT, the ωB97M-V functional and the def2-TZVPD basis

Properties
total charge	-1
multiplicity	2
HOMO-LUMO gap (alpha / beta)	2.6440 / 11.3555	eV
⟨S²⟩	0.750

Each line ends with the Löwdin charge.
Cartesian coordinates (Å):
C: 2.1091 -0.1417 -0.8535  -0.42
C: 2.0300 1.3626 -0.6468  -0.37
C: 0.7683 -0.9022 -0.9385  -0.21
H: 2.7592 -0.3751 -1.7143  0.07
H: 2.7592 -0.6002 -0.1014  0.07
H: 1.5723 1.8463 -1.5206  0.02
H: 3.0298 1.7916 -0.5163  0.02
H: 0.7436 -1.4489 -1.8879  0.04
H: 0.6862 -1.6437 -0.1521  0.04
H: 1.3170 1.5848 0.1567  0.02
H: -0.0212 -0.1588 -0.9657  0.04
C: -2.1795 0.5955 1.2193  -0.30
C: -2.2533 -0.9340 1.0380  -0.22
H: -1.3267 1.0426 0.7048  0.02
H: -3.1029 1.0823 0.9176  0.03
H: -1.9841 0.8463 2.2599  0.02
H: -3.0550 -1.2093 0.3439  0.05
H: -2.5115 -1.3692 2.0110  0.05
H: -1.3404 -1.3687 0.6459  0.02

***

Molecular formula: C5H14
Method: DFT, the ωB97M-V functional and the def2-TZVPD basis

Properties
total charge	-1
multiplicity	2
HOMO-LUMO gap (alpha / beta)	2.6998 / 11.9525	eV
⟨S²⟩	0.750

Each line ends with the Löwdin charge.
Cartesian coordinates (Å):
C: 0.8874 1.5300 1.4633  -0.40
C: -0.5318 1.3975 0.8717  -0.26
C: 1.6388 0.2071 1.6811  -0.25
H: 1.4635 2.1509 0.6619  0.09
H: 0.7871 2.0322 2.4486  0.08
H: -1.2124 2.0791 1.3815  0.02
H: 1.2531 -0.4895 2.4234  0.04
H: 1.7747 -0.3319 0.7387  0.04
H: -0.8942 0.3162 1.0373  0.07
H: -0.7120 1.7965 -0.1560  0.03
H: 2.6624 0.5222 1.9442  0.04
C: -0.2959 -1.0592 -2.0211  -0.39
C: -1.5648 -1.7437 -1.5143  -0.26
H: -0.2850 -1.1003 -3.0886  0.00
H: -0.0276 -0.0236 -1.8124  0.02
H: 0.6644 -1.5259 -1.8699  0.01
H: -2.3188 -1.0473 -1.6887  0.01
H: -1.7255 -2.7031 -2.0698  0.05
H: -1.5633 -2.0072 -0.4309  0.05

***

Molecular formula: C5H14
Method: DFT, the ωB97M-V functional and the def2-TZVPD basis

Properties
SMILES	CCC.CC
HOMO-LUMO gap	11.3018	eV

Each line ends with the Löwdin charge.
Cartesian coordinates (Å):
C: 0.1105 -2.9962 1.1244  -0.15
C: 0.3346 -1.9941 -0.0033  -0.44
C: 1.0318 -0.7419 0.3711  -0.17
H: -0.8426 -3.6527 0.8371  0.11
H: 1.0625 -3.5678 1.2915  0.07
H: 0.0125 -2.2776 2.1023  0.11
H: 0.7853 -2.4501 -0.9392  0.11
H: -0.6488 -1.6828 -0.6008  0.12
H: 0.5264 -0.1217 1.1398  0.07
H: 1.8031 -1.2824 1.1126  0.12
H: 1.2659 -0.0950 -0.4440  0.05
C: -1.2585 2.3214 -1.0552  -0.19
C: -0.1759 3.1920 -0.4301  -0.19
H: -1.4115 1.3555 -0.4097  0.09
H: -2.2605 2.6975 -1.2611  0.06
H: -0.9050 2.0711 -1.9887  0.02
H: 0.0970 3.0387 0.6660  0.08
H: -0.4844 4.1954 -0.3605  0.02
H: 0.7447 3.0842 -1.1866  0.11

***

Molecular formula: C5H14
Method: DFT, the ωB97M-V functional and the def2-TZVPD basis

Properties
SMILES	CCC.CC
HOMO-LUMO gap	12.0041	eV

Each line ends with the Löwdin charge.
Cartesian coordinates (Å):
C: 0.5798 -0.8564 1.7926  -0.15
C: 1.8924 -0.1296 1.9487  -0.32
C: 2.3534 0.3257 0.5550  -0.13
H: 0.1962 -1.1637 2.7705  0.07
H: -0.1162 -0.3657 1.0827  0.05
H: 0.4955 -1.7561 1.1703  0.07
H: 2.6101 -0.7896 2.4430  0.10
H: 1.7120 0.7947 2.5178  0.10
H: 2.4131 -0.4913 -0.1698  0.07
H: 3.3021 0.8281 0.7805  0.07
H: 1.6133 1.0012 0.1315  0.06
C: -2.5730 0.3878 -2.4848  -0.17
C: -1.6448 0.1897 -1.2549  -0.17
H: -2.3087 -0.0618 -3.4411  0.06
H: -3.5116 -0.1540 -2.3682  0.05
H: -2.8047 1.4551 -2.5569  0.06
H: -1.8692 0.9821 -0.5285  0.06
H: -0.6696 0.6263 -1.4902  0.05
H: -1.6701 -0.8227 -0.8981  0.05

***

Molecular formula: C5H14
Method: DFT, the ωB97M-V functional and the def2-TZVPD basis

Properties
SMILES	CCC.CC
HOMO-LUMO gap	11.6834	eV

Each line ends with the Löwdin charge.
Cartesian coordinates (Å):
C: 1.5254 0.5006 -1.0763  -0.16
C: 1.6353 -1.0089 -1.0533  -0.36
C: 0.9449 -1.5562 0.1221  -0.18
H: 1.7065 1.0716 -2.0380  0.08
H: 0.4769 0.7685 -0.7042  0.06
H: 2.1199 1.1706 -0.4019  0.08
H: 2.7496 -1.1036 -0.7873  0.12
H: 1.3620 -1.4568 -2.0688  0.13
H: 1.0740 -1.0875 1.1186  0.08
H: 1.2942 -2.6385 0.2229  0.09
H: -0.1900 -1.7270 -0.1514  0.10
C: -2.2272 1.6108 0.7680  -0.21
C: -1.7016 0.3303 1.0806  -0.24
H: -1.7823 2.2681 -0.0032  0.07
H: -3.2556 1.4433 0.4830  0.07
H: -2.1493 2.3248 1.6395  0.09
H: -2.1202 -0.0833 2.0887  0.12
H: -0.6156 0.2651 1.2064  0.03
H: -1.7317 -0.4752 0.3499  0.05

***

Ordered ΔE to the lowest compared entry with this formula, charge and spin results: 130.03; 154.50; 64.46; 55.75; 322.05; 133.08; 134.27; 41.63; 87.28; 216.65; 94.52; 153.77; unit kJ/mol.
Ordered maximum force results: 2.11; 4.51; 1.75; 2.68; 4.32; 0.31; 0.96; 1.47; 2.36; 5.15; 2.39; 5.27; unit eV/Å.